Entry 1:
This record from the Open Molecules 2025 dataset describes C3H7NO in the gas phase in a non-equilibrium geometry. The level of theory is ωB97M-V/def2-TZVPD.

Last columns: bonded neighbours and bond lengths (Å).
Atoms and positions in Å:
1 C -0.0574 -0.7737 -0.0929  C2 1.527, H6 1.157, H7 1.134, N11 1.459
2 C -0.3048 0.7156 0.1373  C1 1.527, C3 1.461, H8 1.097, O12 1.363
3 C 0.6258 1.5087 0.9361  C2 1.461, H9 1.091, H10 1.117, O12 1.425
4 H -1.4240 -1.6705 -1.2874  N11 1.034
5 H 0.0729 -2.0785 -1.6639  N11 1.028
6 H 1.0899 -0.8631 0.0296  C1 1.157
7 H -0.4428 -1.4077 0.7652  C1 1.134
8 H -1.3848 0.9001 0.1874  C2 1.097
9 H 0.2596 2.2449 1.6535  C3 1.091
10 H 1.5889 1.0133 1.2087  C3 1.117
11 N -0.4839 -1.2544 -1.4026  C1 1.459, H4 1.034, H5 1.028
12 O 0.4604 1.6653 -0.4708  C2 1.363, C3 1.425

As for the energy above the lowest of the compared OMol25 structures with the same formula, charge and spin: 57.3 kcal/mol. Its SMILES is NC[C@H]1CO1. For the maximum force, the calculation gives 3.07 eV/A. The value obtained for the HOMO-LUMO gap is 10.7 eV.

***

Entry 2:
This record from the Open Molecules 2025 dataset describes C17H18N4O5S in the gas phase in a non-equilibrium geometry. The level of theory is ωB97M-V/def2-TZVPD.

Last columns: bonded neighbours and bond lengths (Å).
Atoms and positions in Å:
1 O -0.9557 -4.9246 -1.5443  C7 1.308
2 O -4.3351 2.4159 2.4531  S27 1.507
3 O -2.5181 3.7240 3.7856  S27 1.482
4 N 0.5975 2.0081 1.3600  C14 1.325, C15 1.347
5 O 4.7200 0.4665 -1.2539  C23 1.482, C24 1.483
6 O 1.5174 0.1940 0.3256  C15 1.346, C26 1.462
7 C -1.0861 -3.7511 -0.9821  O1 1.308, C12 1.418, N20 1.368
8 C -2.1206 -0.4818 -2.1508  C9 1.434, C11 1.331, H28 1.041
9 C -1.6953 -1.4044 -1.1394  C8 1.434, C10 1.428, C12 1.375
10 C -1.1226 -1.1670 0.1465  C9 1.428, C13 1.361, C17 1.496
11 C -2.3078 -1.2097 -3.2496  C8 1.331, N19 1.403, H29 1.131
12 C -1.7023 -2.6734 -1.6682  C7 1.418, C9 1.375, N19 1.398
13 C -0.4321 -2.1862 0.7277  C10 1.361, N20 1.417, H30 1.177
14 C -0.5091 2.6123 1.7685  N4 1.325, C18 1.308, H31 0.958
15 C 0.4057 0.8243 0.7470  N4 1.347, O6 1.346, C17 1.405
16 C -1.9890 0.9145 1.0529  C17 1.395, C18 1.402, H32 1.098
17 C -0.8467 0.1883 0.7167  C10 1.496, C15 1.405, C16 1.395
18 C -1.7299 2.1599 1.6436  C14 1.308, C16 1.402, S27 1.739
19 N -2.0960 -2.5748 -3.0055  C11 1.403, C12 1.398, H33 1.072
20 N -0.3032 -3.4488 0.0978  C7 1.368, C13 1.417, C22 1.511
21 N -3.2374 4.2320 1.5409  S27 1.644, H34 0.996, H35 1.063
22 C 0.5880 -4.4944 0.7273  N20 1.511, H36 1.092, H37 1.122, H38 1.106
23 C 4.7275 1.7316 -0.4813  O5 1.482, C25 1.497, H39 1.072, H40 1.068
24 C 3.3205 -0.0167 -1.3396  O5 1.483, C26 1.486, H41 1.090, H42 1.020
25 C 3.5409 1.4416 0.3836  C23 1.497, C26 1.480, H43 1.101, H44 1.092
26 C 2.4935 0.8944 -0.5070  O6 1.462, C24 1.486, C25 1.480, H45 1.136
27 S -2.9456 2.9867 2.5733  O2 1.507, O3 1.482, C18 1.739, N21 1.644
28 H -2.1357 0.5544 -2.0536  C8 1.041
29 H -2.5774 -0.7523 -4.2480  C11 1.131
30 H 0.1772 -2.0071 1.7186  C13 1.177
31 H -0.5097 3.4961 2.1392  C14 0.958
32 H -2.9887 0.4832 0.9140  C16 1.098
33 H -2.3988 -3.4008 -3.6172  N19 1.072
34 H -4.0507 3.9948 1.0181  N21 0.996
35 H -3.4847 5.0515 2.1712  N21 1.063
36 H 0.9972 -4.1615 1.6834  C22 1.092
37 H -0.0105 -5.4174 0.9492  C22 1.122
38 H 1.4096 -4.6798 0.0110  C22 1.106
39 H 5.6789 2.0024 -0.0689  C23 1.072
40 H 4.4769 2.5943 -1.0590  C23 1.068
41 H 3.2757 -1.0556 -1.0132  C24 1.090
42 H 2.9159 -0.0058 -2.2756  C24 1.020
43 H 3.2477 2.3276 0.9667  C25 1.101
44 H 3.8530 0.7195 1.1411  C25 1.092
45 H 2.1457 1.7953 -1.1050  C26 1.136

As for the energy above the lowest of the compared OMol25 structures with the same formula, charge and spin: 142.3 kcal/mol. Its SMILES is Cn1cc(-c2cc(S(N)(=O)=O)cnc2O[C@H]2CCOC2)c2cc[nH]c2c1=O. For the maximum force, the calculation gives 6.65 eV/A. The value obtained for the HOMO-LUMO gap is 8.1 eV.

***

Entry 3:
This record from the Open Molecules 2025 dataset describes C20H24N2O3S in the gas phase. The level of theory is ωB97M-V/def2-TZVPD.

Last columns: bonded neighbours and bond lengths (Å).
Atoms and positions in Å:
1 C -1.7717 -0.3320 -4.8154  C2 1.499, H48 1.090, H49 1.087, H50 1.090
2 C -1.4266 -1.5403 -3.9988  C1 1.499, C3 1.389, C7 1.398
3 C -1.0161 -2.7115 -4.6218  C2 1.389, C4 1.384, H47 1.081
4 C -0.6893 -3.8372 -3.8867  C3 1.384, C5 1.383, H46 1.080
5 C -0.7725 -3.8037 -2.5063  C4 1.383, C6 1.384, H45 1.079
6 C -1.1827 -2.6453 -1.8694  C5 1.384, C7 1.389, H44 1.080
7 C -1.5097 -1.5119 -2.6037  C2 1.398, C6 1.389, C8 1.514
8 C -1.9545 -0.2436 -1.9066  C7 1.514, N9 1.438, H42 1.095, H43 1.097
9 N -1.9568 -0.3059 -0.4697  C8 1.438, C10 1.396, S35 1.691
10 C -0.7806 -0.1180 0.2578  N9 1.396, C11 1.394, C15 1.394
11 C 0.4791 -0.1768 -0.3356  C10 1.394, C12 1.382, H34 1.079
12 C 1.6139 0.0490 0.4208  C11 1.382, C13 1.388, H33 1.080
13 C 1.5213 0.3404 1.7745  C12 1.388, C14 1.391, C18 1.497
14 C 0.2646 0.3758 2.3692  C13 1.391, C15 1.380, H17 1.080
15 C -0.8746 0.1601 1.6209  C10 1.394, C14 1.380, H16 1.077
16 H -1.8475 0.2018 2.0816  C15 1.077
17 H 0.1764 0.5610 3.4296  C14 1.080
18 C 2.7712 0.5358 2.5746  C13 1.497, O19 1.218, N20 1.350
19 O 3.6102 -0.3386 2.7003  C18 1.218
20 N 2.9019 1.7479 3.1554  C18 1.350, C21 1.453, C26 1.453
21 C 2.0922 2.9194 2.8679  N20 1.453, C22 1.531, H31 1.092, H32 1.097
22 C 2.8152 4.0644 3.5821  C21 1.531, H23 1.088, C24 1.528, H30 1.090
23 H 2.6914 5.0126 3.0630  C22 1.088
24 C 4.2677 3.5924 3.6249  C22 1.528, H25 1.088, C26 1.524, H29 1.091
25 H 4.8506 4.0899 4.3966  C24 1.088
26 C 4.1093 2.0989 3.8833  N20 1.453, C24 1.524, H27 1.091, H28 1.096
27 H 4.9399 1.4903 3.5219  C26 1.091
28 H 3.9696 1.8964 4.9516  C26 1.096
29 H 4.7466 3.7584 2.6592  C24 1.091
30 H 2.4324 4.1715 4.5975  C22 1.090
31 H 1.0690 2.7964 3.2293  C21 1.092
32 H 2.0501 3.0890 1.7852  C21 1.097
33 H 2.5877 -0.0112 -0.0424  C12 1.080
34 H 0.5848 -0.4188 -1.3815  C11 1.079
35 S -3.2507 -1.0253 0.3480  N9 1.691, O36 1.433, O37 1.431, C38 1.815
36 O -4.0330 0.0068 0.9612  S35 1.433
37 O -2.7352 -2.0588 1.1924  S35 1.431
38 C -4.2925 -1.7981 -0.9218  S35 1.815, H39 1.082, H40 1.084, H41 1.082
39 H -3.6929 -2.3989 -1.5925  C38 1.082
40 H -4.9675 -2.4292 -0.3556  C38 1.084
41 H -4.8523 -1.0322 -1.4413  C38 1.082
42 H -2.9683 0.0227 -2.2218  C8 1.095
43 H -1.3048 0.5881 -2.2049  C8 1.097
44 H -1.2472 -2.6233 -0.7913  C6 1.080
45 H -0.5185 -4.6741 -1.9215  C5 1.079
46 H -0.3696 -4.7363 -4.3916  C4 1.080
47 H -0.9500 -2.7392 -5.6999  C3 1.081
48 H -2.7966 -0.0145 -4.6259  C1 1.090
49 H -1.6675 -0.5460 -5.8758  C1 1.087
50 H -1.1159 0.5022 -4.5672  C1 1.090

As for the energy above the lowest of the compared OMol25 structures with the same formula, charge and spin: 48.1 kcal/mol. Its SMILES is Cc1ccccc1CN(c1ccc(C(=O)N2CCCC2)cc1)S(C)(=O)=O. For the maximum force, the calculation gives 0.98 eV/A. The value obtained for the HOMO-LUMO gap is 9.0 eV.

***

no.,LUMO (eV)
1,1.07
2,-0.20
3,0.51